Record 1
{"formula": "C3H6O2", "method": "ωB97M-V/def2-TZVPD", "elements": ["C", "O", "C", "C", "O", "H", "H", "H", "H", "H", "H"], "xyz": [[-1.4049, 0.6090, 0.4050], [-0.7540, -0.4307, 0.7686], [0.5164, -0.7734, 0.5969], [1.5362, 0.1468, 0.1838], [2.7143, -0.1572, 0.0810], [-0.9132, 1.4450, -0.0775], [-0.9169, -0.2493, -1.8324], [-2.4490, 0.6137, 0.6861], [-0.2725, -0.6310, -1.7618], [0.7367, -1.7635, 0.9704], [1.2070, 1.1907, -0.0200]], "forces_ev_per_a": [[-0.3, 0.8, -0.2], [0.2, -0.7, 0.3], [0.3, 0.2, 0.0], [-0.1, 0.0, 0.1], [-0.2, 0.0, 0.0], [-0.1, -0.1, 0.1], [0.1, -0.1, 0.0], [0.1, 0.0, 0.0], [-0.1, 0.1, -0.1], [0.0, 0.1, -0.1], [0.1, -0.2, 0.0]], "e_tot_ha": -268.222361, "orbital_gap_ha": [0.28282, 0.30396], "de_lowest_kcal_mol": 114.7}

Record 2
{"formula": "C17H22Cl4F7N2O3", "method": "ωB97M-V/def2-TZVPD", "elements": ["C", "C", "C", "C", "C", "C", "C", "C", "C", "F", "F", "C", "F", "F", "F", "N", "C", "O", "F", "C", "O", "F", "C", "C", "C", "C", "N", "O", "H", "H", "H", "H", "H", "H", "H", "H", "H", "H", "H", "H", "H", "H", "H", "H", "H", "H", "H", "H", "H", "H", "C", "Cl", "Cl", "Cl", "Cl"], "xyz": [[1.5295, 0.8901, 2.3794], [2.1964, 0.8947, 0.9864], [3.5530, 1.5723, 1.1969], [1.3390, 1.7602, 0.0338], [0.5057, 0.9826, -1.0003], [-0.6077, 0.2798, -0.1885], [-1.7440, -0.3513, -1.0301], [-1.7158, -1.9062, -0.9562], [-2.7148, -2.4935, -0.0056], [-2.5530, -3.8468, -0.0292], [-3.9763, -2.2538, -0.3792], [-2.4848, -2.1184, 1.4741], [-1.2688, -2.4497, 1.8709], [-2.7257, -0.8401, 1.6941], [-3.3322, -2.8547, 2.2074], [-0.1712, 1.8729, -1.9823], [0.7008, 2.6039, -2.7896], [1.8930, 2.4957, -2.8955], [0.0181, 3.4501, -3.5631], [-1.0768, 2.7925, -1.3581], [-0.7711, 3.8804, -0.9024], [-2.3335, 2.3699, -1.3217], [1.2780, -0.1374, -1.6965], [2.4300, -0.7463, -0.8777], [3.7808, -0.3133, -1.4472], [2.3582, -2.2702, -1.0853], [2.3060, -0.5152, 0.5708], [3.1132, -1.2003, 1.2773], [2.2372, 0.5050, 3.1023], [0.5938, 0.3466, 2.3848], [1.3440, 1.9222, 2.6501], [4.2631, 0.9242, 1.6903], [3.9556, 1.9656, 0.2741], [3.3779, 2.4380, 1.8256], [1.9726, 2.5209, -0.4047], [0.6279, 2.2888, 0.6530], [-1.0157, 0.9527, 0.5592], [-0.1496, -0.5187, 0.3789], [-2.6753, -0.0370, -0.5854], [-1.6890, -0.1035, -2.0779], [-1.9655, -2.2844, -1.9413], [-0.7253, -2.2826, -0.7509], [1.7085, 0.1840, -2.6344], [0.5929, -0.9331, -1.9548], [3.9307, 0.7582, -1.4552], [4.5856, -0.8365, -0.9508], [3.7998, -0.6511, -2.4776], [1.5469, -2.6337, -0.4583], [3.2552, -2.7694, -0.7545], [2.0861, -2.4937, -2.1091], [-6.2370, -0.1654, 2.9676], [-7.9752, -0.1783, 2.6415], [-5.6254, 1.4890, 2.8200], [-5.9444, -0.7537, 4.6088], [-5.4010, -1.2021, 1.8162]], "forces_ev_per_a": [[0.4, 0.2, -0.3], [-0.7, 0.5, 1.2], [-0.2, 0.2, -0.3], [0.1, -0.2, -0.3], [-0.2, -1.1, 1.3], [-0.5, 0.0, -0.6], [0.6, -1.2, 0.9], [-0.3, 1.0, -0.7], [1.6, -0.8, -0.1], [-0.1, -0.3, 0.0], [-0.5, 0.4, 0.1], [-1.1, -1.2, -0.2], [0.7, 0.4, -0.1], [0.7, 0.7, 0.3], [0.2, -0.1, 0.3], [0.3, 1.1, 0.2], [1.8, -0.3, -0.6], [-1.6, 0.1, 0.2], [-0.1, 0.0, 0.0], [0.4, 2.8, 1.1], [-0.8, -2.8, -1.2], [0.4, -0.1, -0.1], [0.1, 0.4, -0.1], [0.0, -1.3, -0.9], [-0.2, 0.1, -0.1], [-0.7, 0.3, 0.6], [1.0, 1.0, -0.8], [-0.3, -0.4, 0.3], [-0.1, -0.4, 0.2], [-0.1, -0.2, 0.1], [-0.2, 0.2, 0.1], [0.1, -0.2, 0.1], [0.3, -0.1, -0.3], [0.0, 0.2, 0.2], [0.1, 0.0, -0.4], [-0.1, 0.3, 0.1], [-0.2, 0.3, 0.0], [0.4, -0.1, 0.2], [-0.4, 0.3, -0.4], [-0.1, 0.5, -0.2], [-0.3, -0.3, -0.1], [0.2, -0.2, 0.4], [0.1, 0.2, -0.2], [-0.4, -0.1, 0.0], [0.1, 0.2, 0.1], [0.2, 0.1, 0.4], [0.0, 0.0, -0.3], [-0.1, -0.2, 0.1], [0.3, -0.1, -0.1], [0.3, -0.1, -0.3], [0.0, 0.0, 0.0], [0.0, 0.0, 0.0], [0.0, 0.0, 0.0], [0.0, 0.0, 0.0], [-1.2, 0.4, 0.1]], "e_tot_ha": -3535.997371, "orbital_gap_ha": [0.33415, 0.36520], "spin_multiplicity": 2, "de_lowest_kcal_mol": 0.0}

Record 3
{"formula": "C9H11NOS", "method": "ωB97M-V/def2-TZVPD", "elements": ["C", "S", "C", "C", "C", "C", "C", "N", "C", "C", "O", "C", "H", "H", "H", "H", "H", "H", "H", "H", "H", "H", "H"], "xyz": [[-3.2454, 0.4952, 2.8195], [-1.4377, 0.4447, 2.9971], [-0.9944, 0.3462, 1.2681], [-1.8673, 0.2975, 0.1808], [-1.3260, 0.1782, -1.1215], [0.0479, 0.1841, -1.3384], [0.8742, 0.3772, -0.2318], [2.2725, 0.4428, -0.4037], [3.0752, -0.3215, -1.2033], [2.4814, -1.4359, -2.0975], [4.2993, -0.1124, -1.2759], [0.3423, 0.5069, 1.0264], [-3.5052, 1.3241, 2.1151], [-3.6282, -0.4801, 2.5235], [-3.7001, 0.8014, 3.7531], [-2.9263, 0.1994, 0.2560], [-1.9974, 0.2985, -1.9578], [0.4125, 0.3310, -2.3497], [2.8625, 0.9134, 0.2470], [1.6159, -1.9605, -1.7470], [2.1121, -0.9586, -3.0520], [3.2731, -2.1836, -2.3153], [0.9593, 0.3121, 1.9073]], "forces_ev_per_a": [[0.1, 0.9, -0.4], [-0.7, -0.1, -0.7], [-1.4, 1.0, 0.1], [0.8, -0.9, -0.9], [0.2, 0.8, 1.0], [-0.7, 1.1, 0.1], [0.6, -0.3, -0.8], [0.3, -0.6, -0.3], [1.6, -0.9, -1.6], [0.4, 0.7, -1.0], [-2.1, -0.2, 0.6], [1.1, -1.6, 1.0], [0.1, -0.9, 0.3], [-0.1, 0.2, -0.2], [0.2, -0.2, 0.4], [-0.5, 0.2, 0.3], [-0.1, -0.5, -0.2], [0.1, -0.4, 0.2], [-0.1, 0.7, 0.6], [-0.5, -0.1, 0.7], [0.7, -0.5, 0.8], [-0.4, 0.8, 0.1], [0.4, 0.8, -0.3]], "e_tot_ha": -877.728177, "smiles": "CSc1cccc(NC(C)=O)c1", "orbital_gap_ha": 0.33922, "de_lowest_kcal_mol": 5.9}

Record 4
{"formula": "C5H14N2P", "method": "ωB97M-V/def2-TZVPD", "elements": ["C", "C", "C", "C", "C", "N", "N", "P", "H", "H", "H", "H", "H", "H", "H", "H", "H", "H", "H", "H", "H", "H"], "xyz": [[-0.2031, -0.4919, -1.5274], [1.1944, -0.2521, -0.9260], [-1.1890, -1.2472, -0.6344], [-1.0679, -0.0416, 1.5240], [1.3096, 0.8433, 0.0761], [1.1073, 2.0846, -0.3050], [-1.9051, -0.3869, 0.3455], [1.4934, 0.5452, 1.8664], [-0.6504, 0.4445, -1.8648], [-0.0526, -1.1150, -2.4088], [1.5404, -1.1833, -0.4791], [1.8724, -0.0072, -1.7493], [-1.9329, -1.7207, -1.2780], [-0.6720, -2.0248, -0.0691], [-1.0128, -0.8973, 2.1895], [-1.4912, 0.8106, 2.0437], [1.2107, 2.8400, 0.3590], [0.9000, 2.3361, -1.2633], [-2.1801, 0.4847, -0.1176], [-2.7797, -0.8654, 0.6167], [2.9136, 0.6795, 1.8231], [1.5949, -0.8349, 1.7789]], "forces_ev_per_a": [[0.0, -0.1, 0.4], [0.1, -0.1, -0.3], [0.2, -0.1, -0.4], [1.1, 0.4, -0.4], [-1.6, 0.5, 0.3], [0.5, -0.7, 0.0], [-0.7, -0.2, 0.1], [0.4, 0.4, 0.8], [0.0, 0.1, -0.1], [0.0, 0.1, 0.0], [0.1, 0.1, 0.0], [0.1, 0.0, 0.0], [-0.1, 0.0, 0.1], [-0.1, 0.1, 0.0], [-0.1, -0.2, 0.0], [-0.2, 0.1, 0.0], [-0.1, 0.0, 0.0], [0.1, 0.0, 0.0], [0.0, -0.3, 0.1], [0.2, 0.2, -0.3], [0.4, 0.1, -0.2], [-0.1, -0.4, 0.0]], "total_charge": 1, "e_tot_ha": -649.421160, "orbital_gap_ha": 0.25142, "de_lowest_kcal_mol": 42.0}

Record 5
{"formula": "C5H6O3Pd", "method": "ωB97M-V/def2-TZVPD", "elements": ["O", "C", "O", "O", "C", "Pd", "H", "H", "C", "C", "C", "H", "H", "H", "H"], "xyz": [[2.9186, -1.0107, 0.7429], [2.0823, -0.0581, 0.7367], [1.5697, 0.4869, 1.6972], [1.3309, -0.1609, -0.4324], [0.5511, 0.9511, -0.7921], [2.1476, -2.2301, 0.0765], [1.0776, 1.8875, -0.5745], [0.3771, 0.8294, -1.8660], [-0.7816, 0.9829, -0.0348], [-1.5770, -0.1700, -0.0824], [-2.3477, -1.1831, -0.1100], [-1.3708, 1.8991, -0.1923], [-0.5698, 0.9799, 1.0720], [-2.5699, -1.7387, 0.8106], [-2.8381, -1.4651, -1.0515]], "forces_ev_per_a": [[10.2, 8.5, 6.3], [-7.2, 4.3, 2.1], [2.8, -0.2, -1.2], [2.5, -0.4, 0.1], [-2.0, 1.5, -0.6], [-6.9, -13.3, -6.7], [0.2, -0.3, -0.2], [0.1, 0.2, 0.2], [0.7, 0.8, 2.2], [-0.2, -0.3, -1.1], [-0.7, -1.0, -0.1], [0.4, -0.2, -0.4], [0.5, 1.0, -0.7], [-0.2, -0.2, -0.3], [-0.1, -0.3, 0.3]], "total_charge": 1, "e_tot_ha": -547.099442, "orbital_gap_ha": [0.15019, 0.17173], "spin_multiplicity": 4}

Record 6
{"formula": "C3H15NO3", "method": "ωB97M-V/def2-TZVPD", "elements": ["C", "C", "N", "C", "H", "H", "H", "H", "H", "H", "H", "H", "H", "H", "H", "O", "H", "H", "O", "H", "H", "O"], "xyz": [[-1.7786, 0.5521, 1.0164], [-0.7888, -0.4564, 1.6052], [-0.1165, -1.1890, 0.5309], [1.0022, -2.1022, 0.7470], [-1.3112, 1.3629, 0.4605], [-2.4684, -0.0137, 0.3789], [-2.4507, 0.9074, 1.7969], [-0.0583, 0.0942, 2.2033], [-1.2094, -1.1594, 2.3401], [-0.8837, -1.6678, 0.0421], [1.1731, -2.4824, -0.2635], [0.7935, -2.9096, 1.4662], [1.9078, -1.5797, 1.0540], [0.3474, 2.5754, -1.1456], [0.0497, 3.6854, -1.9694], [-0.2127, 2.7681, -1.9129], [-0.1325, -0.2159, -2.7547], [0.4970, -0.8045, -1.4365], [0.4044, -0.9341, -2.3931], [1.8948, 1.4042, -1.3414], [1.4938, 0.6703, -0.0395], [1.8471, 1.4946, -0.3850]], "forces_ev_per_a": [[-1.0, -1.3, 0.1], [1.3, 2.3, -0.2], [-1.9, -2.2, 2.9], [0.7, 0.9, -1.5], [0.0, -0.1, 0.1], [0.1, 0.3, -0.3], [0.4, 0.3, 0.1], [0.3, -0.2, -0.1], [-0.2, -0.4, -0.5], [0.4, 0.4, -1.0], [0.3, -0.6, 0.3], [-0.4, 0.2, -0.1], [-0.1, 0.2, 0.3], [-0.2, -0.6, 0.1], [-0.4, 0.8, -0.8], [0.5, -0.1, 0.7], [0.1, 0.1, 0.2], [-0.1, 0.5, -0.9], [0.1, -0.3, 0.5], [0.2, -0.3, -0.2], [0.2, 0.1, -0.2], [-0.2, 0.1, 0.4]], "total_charge": 1, "e_tot_ha": -403.413290, "orbital_gap_ha": [0.40892, 0.20407], "spin_multiplicity": 2, "de_lowest_kcal_mol": 18.2}